DFT (ωB97M-V with the def2-TZVPD basis set) results for a structure of composition C19H32BaIN2Si in a non-equilibrium geometry.

The geometry in XYZ format:
```
56
Properties=species:S:1:pos:R:3
Ba 0.631 -0.742 0.293
C -0.575 -1.286 2.849
C 0.595 -2.080 2.871
C 1.704 -1.213 2.932
C 1.229 0.116 2.935
C -0.185 0.075 2.887
C -1.136 1.237 2.730
C 2.118 1.332 2.906
C 3.156 -1.624 2.960
C 0.686 -3.583 2.809
C -2.007 -1.746 2.741
H -1.782 1.159 1.850
H -0.591 2.179 2.652
H -1.771 1.312 3.619
H 2.959 1.230 2.215
H 2.521 1.538 3.903
H 1.562 2.224 2.610
H 3.642 -1.649 1.979
H 3.245 -2.619 3.404
H 3.715 -0.939 3.602
H 1.322 -3.948 1.998
H -0.304 -4.024 2.677
H 1.077 -3.972 3.754
H -2.537 -1.335 1.877
H -2.557 -1.455 3.642
H -2.063 -2.834 2.674
I 2.920 -1.716 -2.029
C -2.602 -0.641 -0.970
Si -1.774 0.364 -2.349
C -1.684 -0.806 -3.837
C -3.075 1.651 -2.860
N -0.278 0.889 -1.755
C 0.456 1.971 -2.151
C 0.108 2.879 -3.178
C 0.898 3.974 -3.490
C 2.086 4.231 -2.820
C 2.476 3.338 -1.827
C 1.689 2.249 -1.514
H -3.574 -1.017 -1.299
H -2.767 -0.036 -0.073
H -2.021 -1.526 -0.687
H -2.689 -1.068 -4.183
H -1.153 -1.734 -3.614
H -1.154 -0.330 -4.666
H -4.043 1.148 -2.954
H -2.852 2.104 -3.827
H -3.179 2.453 -2.126
H -0.800 2.723 -3.743
H 0.574 4.639 -4.284
H 2.696 5.088 -3.075
H 3.412 3.481 -1.297
H 2.028 1.542 -0.766
N -0.148 -3.117 -1.298
H 0.313 -2.684 -2.097
H -1.005 -3.560 -1.606
H 0.492 -3.846 -0.999
```

Summary:
HOMO	-3.99	eV
net charge	-1
relative energy (zero: lowest compared OMol25 entry of this formula, charge and spin)	0.0000	eV

Löwdin atomic charge list, values in e, 4 entries: Ba 1.6007; C -0.3697; C -0.3656; C -0.3794